Computed, not measured: a 5-piece molecular cluster, C39H53F12N2O15PSi overall at a distorted geometry, with wB97M-V/def2-TZVPD.

Summary:
**Total energy**: -124752.934 eV
**Lowest unoccupied orbital energy**: -0.0758 hartree

Atoms and positions in Å:
C -4.1418 3.2966 2.8431
C -3.0463 3.3722 1.9315
C -1.7895 3.4082 0.8306
N -0.9057 2.2088 1.0931
C 0.6000 2.5225 1.0316
O 1.1455 3.4418 1.8312
C 1.2170 1.5424 -0.1275
C 2.6890 1.4690 -0.8533
C 3.8236 2.5482 -0.3527
C 4.9194 1.8943 0.7287
C 4.8834 2.6089 2.2033
C 4.1107 1.5391 3.2282
N 5.1563 0.5123 3.6142
C 5.8889 0.8788 4.8861
C 4.6067 -0.8988 3.6366
C 5.7014 -2.1088 3.2760
O 3.3140 -1.2122 3.9219
C 2.9547 0.2913 -2.0107
Si 4.7008 0.1637 -2.8271
C 5.4360 1.8361 -3.4346
C 4.8223 -1.0795 -4.2921
C 5.9004 -0.5342 -1.4365
C 1.6920 -0.7320 -2.4072
O 1.8016 -1.7967 -3.4156
C 1.4660 -1.3314 -4.7687
C 0.8635 0.1893 -4.8594
C 0.2229 -0.5991 -1.6185
P -1.2740 -1.7834 -1.9768
O -1.1538 -2.5537 -3.3511
O -1.2756 -3.0359 -0.7175
O -2.8048 -0.9032 -2.0389
C -0.0335 0.5374 -0.4618
C -1.3224 0.8778 0.4924
O -2.4466 0.2070 0.7681
H -4.9613 2.7730 3.5354
H -1.2173 4.4375 1.0180
H -2.1651 3.3764 -0.2773
H 3.2463 3.3764 0.2846
H 4.3501 3.1427 -1.2241
H 4.6857 0.7401 0.9110
H 6.0166 2.0548 0.2891
H 5.9621 2.7515 2.6715
H 4.3627 3.6568 2.1892
H 3.2127 1.0719 2.5959
H 3.6249 2.1007 4.1332
H 6.6063 1.8051 4.6622
H 5.1898 1.1882 5.7809
H 6.6219 -0.0123 5.1649
H 6.4878 -2.1054 4.1483
H 5.1169 -3.1190 3.1521
H 6.2973 -1.7853 2.3002
H 4.6577 2.5996 -3.8634
H 5.9750 2.3266 -2.4891
H 6.3238 1.6052 -4.1965
H 5.9806 -1.2025 -4.5342
H 4.3788 -2.1444 -4.0811
H 4.3503 -0.5778 -5.2591
H 6.7579 0.2177 -1.1703
H 6.3508 -1.5576 -1.8317
H 5.2188 -0.8241 -0.5147
H 0.6213 -2.0577 -5.1979
H 2.3507 -1.3957 -5.5461
H 0.5382 0.3546 -5.9951
H 1.6216 1.0452 -4.6106
H -0.1557 0.2725 -4.2445
H -0.6266 -3.7252 -1.1014
H -2.6080 0.0847 -2.0021
C -5.5386 -1.9281 -2.6014
C -6.6910 -1.0335 -3.0187
O -7.9374 -1.7399 -2.9226
C -8.5067 -1.7931 -1.6764
O -8.0105 -1.2838 -0.6750
C -9.8454 -2.5279 -1.7283
F -9.7913 -3.6713 -2.4705
F -10.8289 -1.7622 -2.2824
F -10.2991 -2.8979 -0.4977
H -5.5418 -2.8557 -3.1826
H -4.5812 -1.4203 -2.7490
H -5.6215 -2.2125 -1.5478
H -6.5694 -0.7454 -4.0680
H -6.7182 -0.1079 -2.4322
C 10.5210 -0.7669 8.3624
C 10.9743 -2.1306 7.8753
O 10.2371 -2.5184 6.7059
C 10.6839 -2.0090 5.5139
O 11.6508 -1.2588 5.4098
C 9.8427 -2.5394 4.3539
F 8.5041 -2.5092 4.6157
F 10.1416 -3.8364 4.0554
F 10.0178 -1.8336 3.2014
H 9.4386 -0.7570 8.5256
H 11.0231 -0.5032 9.2976
H 10.7382 0.0088 7.6216
H 10.7672 -2.8815 8.6448
H 12.0535 -2.1545 7.6849
C -7.4402 3.1091 -6.5533
C -6.5789 2.1691 -7.3761
O -5.2005 2.5671 -7.3168
C -4.4989 2.1513 -6.2146
O -4.9842 1.4806 -5.3074
C -3.0414 2.6008 -6.3047
F -2.9130 3.8974 -6.7091
F -2.3288 1.8532 -7.1958
F -2.3802 2.5089 -5.1166
H -7.2883 4.1460 -6.8695
H -8.4992 2.8572 -6.6602
H -7.1770 3.0582 -5.4922
H -6.8799 2.2227 -8.4275
H -6.7004 1.1268 -7.0595
C -9.2497 -2.5378 2.0021
C -8.7358 -2.4417 3.4265
O -9.1854 -1.2255 4.0433
C -10.4536 -1.2456 4.5641
O -11.1950 -2.2239 4.5226
C -10.7823 0.0901 5.2293
F -10.4032 1.1623 4.4758
F -10.1552 0.2313 6.4325
F -12.1133 0.2517 5.4727
H -8.9677 -1.6478 1.4306
H -8.8444 -3.4227 1.5032
H -10.3423 -2.5971 1.9800
H -7.6414 -2.4085 3.4194
H -9.0271 -3.3147 4.0219

***

Computed, not measured: C39H54AsF6GeN3O6P2Si3W as an isolated structure at a distorted geometry, with wB97M-V/def2-TZVPD.

Summary:
**Total energy**: -235772.444 eV
**Lowest unoccupied orbital energy**: -0.1205 hartree

Atoms and positions in Å:
W -0.1226 -0.2898 0.3292
C 2.9459 1.3743 -1.2231
P 1.4131 0.5514 -1.8770
C 2.1827 -0.6901 -3.0009
C 0.8162 1.7852 -3.0939
C 1.0426 1.6684 -4.4606
C 0.4667 2.5629 -5.3438
C -0.3539 3.5739 -4.8744
C -0.5753 3.7037 -3.5152
C 0.0010 2.8166 -2.6157
P -0.2416 2.9378 -0.7982
C 0.8971 4.3887 -0.5278
C -1.8243 3.8983 -0.7528
H 3.3089 2.1164 -1.9333
H 3.7144 0.6181 -1.0722
H 2.7326 1.8500 -0.2621
H 1.4567 -1.0390 -3.7383
H 2.5096 -1.5565 -2.4258
H 3.0424 -0.2516 -3.5072
H 1.6671 0.8832 -4.8557
H 0.6502 2.4597 -6.4023
H -0.8249 4.2569 -5.5647
H -1.2129 4.4998 -3.1676
H 0.6503 5.1861 -1.2281
H 1.9383 4.1136 -0.6769
H 0.7654 4.7524 0.4906
H -1.6362 4.9485 -0.9714
H -2.2820 3.8245 0.2317
H -2.5280 3.4879 -1.4759
O -4.0777 2.4237 -4.7593
C -4.6912 1.6351 -4.0613
O -5.8261 1.2408 -3.9275
C -3.6722 0.9686 -3.0264
C -2.5561 0.2790 -3.5533
C -1.5603 -0.0832 -2.6986
N -1.5303 0.1867 -1.3647
C -2.6736 0.8444 -0.8715
C -3.7535 1.2210 -1.6950
C -2.6145 1.2154 0.5092
O -3.4234 1.8661 1.1515
O -1.3982 0.8205 1.0570
H -2.4849 0.0544 -4.6030
H -0.7000 -0.6061 -3.1005
H -4.5864 1.7203 -1.2241
N 7.4042 -6.9351 -0.0936
C 6.6071 -6.1110 -0.1041
C 5.6322 -5.0900 -0.0890
C 6.0279 -3.7653 0.1119
C 5.0860 -2.7607 0.1478
C 3.7284 -3.0670 0.0010
C 3.3400 -4.3950 -0.2106
C 4.2801 -5.4004 -0.2564
C 2.7342 -2.0588 0.0798
C 1.8798 -1.1854 0.1618
H 7.0753 -3.5383 0.2475
H 5.3964 -1.7362 0.3012
H 2.2911 -4.6241 -0.3326
H 3.9768 -6.4253 -0.4112
F -0.0300 -2.0896 -1.3618
As -0.5506 -3.7660 -2.2323
F -2.1247 -3.3291 -1.6605
F -0.7840 -2.8552 -3.6870
F -1.0522 -5.2418 -2.9442
F 1.1378 -3.8888 -2.6670
F -0.1619 -4.5371 -0.7232
C -2.5225 0.7105 3.7502
Si -0.8227 1.5710 3.5639
C -0.8891 3.3328 2.8148
C -0.2931 1.8883 5.3825
Ge 1.0604 0.4971 2.3033
Si 3.1046 1.5125 3.1378
C 4.5130 0.3337 2.6047
C 3.4082 1.9620 4.9755
C 3.3301 3.1833 2.2032
Si 1.1347 -1.5925 3.5967
C 1.8981 -1.2619 5.3311
C -0.6602 -2.0989 4.0619
C 2.2171 -3.0659 3.0252
H -3.3129 1.4538 3.7027
H -2.6114 0.1782 4.6925
H -2.7287 0.0129 2.9425
H -1.8193 3.8317 3.0659
H -0.8227 3.2802 1.7318
H -0.0637 3.9380 3.1780
H -0.9184 2.6622 5.8116
H 0.7345 2.2178 5.4393
H -0.4013 1.0064 6.0015
H 4.6284 -0.4740 3.3163
H 5.4697 0.8359 2.5294
H 4.2889 -0.1124 1.6420
H 3.1431 1.1635 5.6548
H 2.8610 2.8509 5.2691
H 4.4624 2.1753 5.1213
H 2.4305 3.4370 1.6510
H 4.1640 3.1574 1.5097
H 3.5254 3.9906 2.8994
H 1.5397 -0.3293 5.7471
H 2.9801 -1.2248 5.2924
H 1.6263 -2.0554 6.0197
H -0.9263 -1.7471 5.0534
H -0.7760 -3.1771 4.0583
H -1.3777 -1.6792 3.3605
H 3.2277 -2.7364 2.8066
H 1.8247 -3.5571 2.1448
H 2.2873 -3.8078 3.8148
O -0.2130 -2.5538 1.2840
C -1.4553 -2.7426 1.1445
C -2.2656 -3.9647 1.4548
C -3.6886 -3.4504 1.2562
C -3.5184 -2.0603 0.6506
O -4.3833 -1.3355 0.2535
N -2.1622 -1.7236 0.6823
H -2.0565 -4.3435 2.4548
H -1.9980 -4.7508 0.7429
H -4.2287 -3.3364 2.1997
H -4.2941 -4.0644 0.5915

***

Question: Number 1 is which compound?
Answer: C39H53F12N2O15PSi